# 1
DFT (the ωB97M-V functional and the def2-TZVPD basis) results for C69H54ClO5P2S2Tl as an isolated structure.

The geometry in XYZ format:
```
134
Properties=species:S:1:pos:R:3:mulliken_charge:R:1
Tl 0.48 -0.97 0.72 2.10
O 1.20 2.81 1.26 -0.86
S 0.37 2.31 0.13 1.49
C 0.73 3.32 -1.35 -0.44
C 0.23 4.61 -1.37 0.05
C 0.33 5.47 -2.48 -1.39
C 0.92 4.98 -3.61 0.37
C 1.12 5.61 -4.97 -0.90
C 1.80 4.51 -5.82 -0.96
C 2.03 3.37 -4.85 0.32
C 2.66 2.17 -5.01 -1.17
C 2.75 1.32 -3.89 0.10
C 2.19 1.59 -2.66 -0.20
P 2.41 0.40 -1.28 1.42
C 3.62 1.26 -0.22 0.97
C 4.31 2.41 -0.60 -0.42
C 5.22 3.00 0.26 -0.77
C 5.46 2.45 1.51 -0.66
C 4.78 1.30 1.90 -0.69
C 3.86 0.72 1.04 -0.44
C 3.39 -0.95 -2.01 0.47
C 2.69 -1.90 -2.76 -0.04
C 3.35 -2.97 -3.34 -0.73
C 4.72 -3.12 -3.16 -0.69
C 5.42 -2.19 -2.40 -0.77
C 4.76 -1.11 -1.83 -0.68
C 1.45 2.82 -2.49 -1.72
C 1.46 3.68 -3.60 1.24
C -1.28 2.98 0.40 -0.53
C -1.37 3.88 1.42 -0.16
C -2.52 4.68 1.62 -1.15
C -3.55 4.58 0.73 0.22
C -4.86 5.32 0.62 -0.94
C -5.55 4.72 -0.64 -0.75
C -4.62 3.63 -1.11 0.43
C -4.73 2.72 -2.12 -1.30
C -3.72 1.75 -2.25 0.38
C -2.59 1.70 -1.46 -0.93
P -1.60 0.16 -1.41 1.92
C -1.62 -0.39 -3.15 -0.09
C -2.23 -1.56 -3.62 -0.40
C -2.08 -1.93 -4.95 -0.66
C -1.34 -1.16 -5.82 -0.73
C -0.73 0.01 -5.37 -0.40
C -0.87 0.38 -4.04 -0.47
C -2.78 -0.95 -0.55 0.80
C -2.40 -2.29 -0.40 -0.68
C -3.17 -3.17 0.34 -0.85
C -4.33 -2.73 0.96 -0.86
C -4.71 -1.40 0.84 -0.68
C -3.94 -0.51 0.09 -0.89
C -2.40 2.72 -0.47 -1.00
C -3.47 3.61 -0.29 1.14
H -0.28 4.98 -0.49 0.70
H -0.08 6.47 -2.42 0.46
H 1.76 6.50 -4.88 0.28
H 0.18 5.94 -5.39 0.34
H 2.73 4.85 -6.27 0.31
H 1.15 4.18 -6.64 0.23
H 3.11 1.88 -5.95 0.44
H 3.31 0.40 -4.01 0.61
H 4.13 2.85 -1.58 0.39
H 5.75 3.90 -0.05 0.40
H 6.17 2.91 2.18 0.36
H 4.96 0.87 2.87 0.43
H 3.33 -0.18 1.36 0.32
H 1.61 -1.80 -2.88 0.33
H 2.79 -3.69 -3.92 0.44
H 5.23 -3.97 -3.59 0.37
H 6.49 -2.31 -2.25 0.41
H 5.32 -0.39 -1.25 0.47
H -0.50 4.00 2.05 0.83
H -2.55 5.39 2.45 0.49
H -4.71 6.39 0.53 0.30
H -5.47 5.16 1.52 0.28
H -5.68 5.48 -1.41 0.28
H -6.54 4.33 -0.42 0.28
H -5.59 2.70 -2.78 0.43
H -3.85 0.96 -2.98 0.63
H -2.81 -2.17 -2.95 0.39
H -2.55 -2.84 -5.30 0.44
H -1.22 -1.46 -6.86 0.39
H -0.14 0.62 -6.04 0.47
H -0.38 1.28 -3.68 0.33
H -1.50 -2.66 -0.88 0.58
H -2.86 -4.20 0.45 0.60
H -4.93 -3.41 1.55 0.44
H -5.61 -1.04 1.32 0.44
H -4.25 0.52 0.02 0.16
C -0.03 -7.96 -0.44 -1.67
C -0.48 -7.21 0.78 0.97
C -1.72 -7.48 1.36 -0.63
C -2.12 -6.84 2.52 0.19
Cl -3.68 -7.22 3.20 -0.27
C -1.29 -5.93 3.14 -0.59
C -0.06 -5.64 2.58 -0.13
C 0.34 -6.27 1.41 0.07
O 1.58 -5.96 0.92 -0.59
C 1.55 -5.16 -0.25 -0.50
C 1.25 -3.70 0.09 0.88
O 1.58 -3.28 1.21 -0.75
O 0.66 -3.04 -0.81 -0.73
H -0.47 -8.96 -0.46 0.49
H 1.06 -8.06 -0.46 0.35
H -0.33 -7.46 -1.36 0.26
H -2.37 -8.21 0.90 0.43
H -1.62 -5.44 4.05 0.49
H 0.60 -4.91 3.01 0.44
H 0.79 -5.50 -0.96 0.09
H 2.53 -5.24 -0.73 0.21
O -1.06 0.69 3.06 -0.53
S 0.22 0.26 3.68 0.37
C -0.17 -1.13 4.74 0.54
C -1.48 -1.32 5.16 -0.49
C -1.79 -2.46 5.88 -0.76
C -0.82 -3.41 6.15 -0.49
C 0.48 -3.22 5.70 -0.71
C 0.81 -2.08 4.98 -0.15
C 0.61 1.49 4.92 0.30
C 1.83 1.44 5.58 -0.37
C 2.18 2.47 6.44 -0.77
C 1.32 3.55 6.61 -0.43
C 0.11 3.59 5.93 -0.83
C -0.25 2.56 5.07 -0.20
H -2.22 -0.58 4.90 0.43
H -2.81 -2.62 6.21 0.41
H -1.07 -4.31 6.69 0.42
H 1.24 -3.98 5.89 0.39
H 1.81 -1.95 4.59 0.38
H 2.50 0.60 5.43 0.39
H 3.12 2.44 6.97 0.40
H 1.60 4.36 7.27 0.40
H -0.55 4.44 6.07 0.40
H -1.17 2.58 4.50 0.50
```

Properties
Multiplicity ... 1
Gap between HOMO and LUMO ... 7.52 eV
HOMO level ... -7.41 eV
Energy above the lowest of the compared OMol25 structures with the same formula, charge and spin ... 4.0 kcal per mole
LUMO level ... 0.111 eV

# 2
DFT (the ωB97M-V functional and the def2-TZVPD basis) results for C6CoF18O18S6 as an isolated structure.

The geometry in XYZ format:
```
49
Properties=species:S:1:pos:R:3:mulliken_charge:R:1
Co 0.58 0.15 34.12 3.78
C 4.63 -1.37 33.32 0.46
F 5.78 -1.94 33.73 -0.27
F 4.79 -0.94 32.06 -0.23
F 3.69 -2.32 33.28 -0.19
S 4.04 -0.04 34.53 1.09
O 4.33 -0.67 35.80 -0.71
O 4.83 1.15 34.24 -0.72
O 2.62 0.09 34.23 -0.56
C -2.83 -2.09 33.73 0.53
F -1.98 -2.80 33.00 -0.19
F -4.08 -2.58 33.47 -0.30
F -2.62 -2.28 35.03 -0.20
S -2.73 -0.25 33.31 1.09
O -3.91 0.31 33.93 -0.73
O -1.48 0.17 33.95 -0.92
O -2.69 -0.22 31.87 -0.68
C 0.26 3.68 37.00 0.55
F 0.05 4.16 38.25 -0.26
F -0.94 3.57 36.41 -0.22
F 0.99 4.57 36.32 -0.25
S 1.15 2.02 37.05 0.98
O 2.57 2.32 37.20 -0.73
O 0.62 1.33 38.20 -0.74
O 0.81 1.46 35.74 -0.68
C 1.28 -3.60 31.28 0.43
F 0.89 -4.12 30.10 -0.26
F 0.58 -4.15 32.28 -0.19
F 2.56 -3.94 31.46 -0.26
S 1.05 -1.68 31.21 1.04
O -0.06 -1.50 30.31 -0.68
O 0.76 -1.34 32.61 -0.61
O 2.33 -1.22 30.71 -0.68
C 2.34 2.87 30.92 0.56
F 2.59 1.98 29.95 -0.24
F 3.27 2.78 31.88 -0.22
F 2.50 4.10 30.36 -0.28
S 0.57 2.63 31.53 1.14
O 0.17 3.98 31.89 -0.76
O -0.15 2.10 30.38 -0.71
O 0.66 1.69 32.66 -0.93
C 0.57 -4.02 35.83 0.52
F -0.61 -4.42 35.37 -0.24
F 0.95 -4.96 36.72 -0.27
F 1.47 -3.96 34.86 -0.19
S 0.40 -2.28 36.59 1.08
O -0.90 -2.29 37.25 -0.70
O 1.52 -2.16 37.51 -0.70
O 0.44 -1.44 35.38 -0.79
```

Properties
Multiplicity ... 4
Net charge ... -4
Gap between HOMO and LUMO (spin up / spin down) ... 8.05 / 7.74 eV
HOMO level (spin up / spin down) ... 0.33 / 0.63 eV
Energy above the lowest of the compared OMol25 structures with the same formula, charge and spin ... 0.0 kcal per mole
LUMO level (spin up / spin down) ... 8.376 / 8.376 eV
⟨S²⟩ ... 3.754

# 3
DFT (the ωB97M-V functional and the def2-TZVPD basis) results for C6CuF18N3O12S6 as an isolated structure.

The geometry in XYZ format:
```
46
Properties=species:S:1:pos:R:3:mulliken_charge:R:1
Cu 0.37 -0.09 0.48 0.93
C 2.81 1.59 -4.46 0.70
F 2.66 0.46 -5.21 -0.17
F 3.40 2.59 -5.07 -0.15
F 1.60 1.93 -3.96 -0.21
S 3.82 1.13 -2.81 1.00
O 3.47 -0.28 -2.66 -0.59
O 5.20 1.44 -3.07 -0.52
N 3.05 2.08 -1.50 -0.16
S 3.87 3.46 -1.51 0.98
O 5.21 3.52 -0.93 -0.47
O 3.77 4.12 -2.84 -0.46
C 2.75 4.60 -0.44 0.66
F 3.33 5.70 -0.11 -0.16
F 1.60 4.87 -1.02 -0.19
F 2.47 3.93 0.76 -0.25
C -4.85 2.63 -1.64 0.67
F -4.29 3.68 -1.04 -0.20
F -6.20 2.75 -1.65 -0.20
F -4.31 2.38 -2.89 -0.21
S -4.21 1.23 -0.42 0.98
O -3.12 1.75 0.38 -0.64
O -5.41 0.77 0.26 -0.54
N -3.41 0.12 -1.54 -0.43
S -4.50 -0.81 -2.01 1.00
O -4.63 -2.09 -1.29 -0.63
O -5.79 -0.17 -2.27 -0.63
C -4.06 -1.42 -3.93 0.56
F -2.85 -1.96 -4.06 -0.24
F -5.00 -2.31 -4.36 -0.23
F -4.12 -0.39 -4.75 -0.22
C 2.29 -5.08 3.06 0.63
F 2.09 -6.38 2.93 -0.21
F 3.03 -4.80 4.13 -0.21
F 2.98 -4.68 1.90 -0.24
S 0.61 -4.09 3.13 1.02
O 0.45 -3.91 1.71 -0.68
O -0.38 -4.91 3.81 -0.57
N 0.90 -2.46 3.73 -0.46
S 0.38 -2.51 5.25 1.05
O -1.05 -2.43 5.32 -0.61
O 1.02 -3.59 6.08 -0.63
C 1.13 -0.88 6.01 0.59
F 0.61 0.23 5.48 -0.23
F 0.90 -0.94 7.32 -0.20
F 2.41 -0.77 5.70 -0.22
```

Properties
Multiplicity ... 2
Net charge ... -1
Gap between HOMO and LUMO (spin up / spin down) ... 4.96 / 2.22 eV
HOMO level (spin up / spin down) ... -7.12 / -7.12 eV
Energy above the lowest of the compared OMol25 structures with the same formula, charge and spin ... 193.8 kcal per mole
LUMO level (spin up / spin down) ... -2.163 / -4.907 eV
⟨S²⟩ ... 0.764

# 4
DFT (the ωB97M-V functional and the def2-TZVPD basis) results for C6F18O18S6Sn as an isolated structure.

The geometry in XYZ format:
```
49
Properties=species:S:1:pos:R:3:mulliken_charge:R:1
Sn 0.37 0.42 0.56 1.36
C -7.99 -2.07 0.40 0.60
F -7.37 -2.01 1.59 -0.23
F -9.15 -2.73 0.51 -0.23
F -8.28 -0.80 0.17 -0.23
S -6.81 -2.86 -0.83 1.08
O -6.59 -4.26 -0.33 -0.66
O -7.49 -2.75 -2.14 -0.66
O -5.57 -2.04 -0.72 -0.66
C 3.41 -7.98 0.41 0.56
F 2.38 -7.85 -0.46 -0.22
F 2.91 -8.72 1.44 -0.23
F 4.40 -8.72 -0.16 -0.23
S 4.11 -6.20 0.90 1.08
O 4.65 -5.65 -0.35 -0.62
O 2.97 -5.43 1.34 -0.61
O 5.18 -6.43 1.96 -0.64
C 6.74 4.69 -2.46 0.62
F 7.56 5.60 -1.85 -0.23
F 5.63 5.34 -2.71 -0.21
F 7.13 4.09 -3.57 -0.20
S 6.48 3.27 -1.16 1.10
O 7.79 2.76 -0.77 -0.63
O 5.75 3.83 -0.06 -0.62
O 5.67 2.26 -1.78 -0.60
C -4.04 8.30 1.01 0.60
F -5.07 7.65 1.64 -0.25
F -4.05 8.10 -0.28 -0.21
F -4.13 9.56 1.34 -0.22
S -2.33 7.47 1.67 1.05
O -1.28 7.68 0.60 -0.64
O -2.02 8.28 2.86 -0.65
O -2.67 6.02 1.88 -0.64
C -0.28 0.30 -8.10 0.58
F 0.55 -0.77 -8.21 -0.24
F -0.43 0.77 -9.39 -0.26
F -1.46 -0.06 -7.58 -0.21
S 0.53 1.75 -6.98 1.07
O 0.24 3.06 -7.63 -0.62
O -0.19 1.57 -5.74 -0.61
O 1.94 1.36 -6.90 -0.60
C -0.36 -4.22 7.30 0.64
F 0.46 -4.92 6.60 -0.21
F -1.48 -4.04 6.68 -0.21
F -0.51 -4.78 8.51 -0.23
S 0.53 -2.49 7.64 1.05
O 0.26 -1.66 6.39 -0.63
O -0.03 -1.88 8.82 -0.62
O 1.94 -2.81 7.92 -0.63
```

Properties
Multiplicity ... 1
Net charge ... -4
Gap between HOMO and LUMO ... 1.66 eV
HOMO level ... -2.52 eV
LUMO level ... -0.860 eV

# 5
DFT (the ωB97M-V functional and the def2-TZVPD basis) results for C6F5S4SbV as an isolated structure.

The geometry in XYZ format:
```
17
Properties=species:S:1:pos:R:3:mulliken_charge:R:1
V -2.24 -1.28 -0.09 0.48
F 4.16 1.28 -0.11 -0.28
C 2.83 1.21 -0.09 0.63
C 2.21 -0.03 0.03 -0.27
F 2.92 -1.14 0.13 -0.28
C 0.83 -0.07 0.04 1.05
F 0.23 -1.28 0.15 -0.16
C 0.03 1.05 -0.06 -0.23
S -1.74 0.96 -0.01 -0.35
C 0.68 2.27 -0.18 0.36
F -0.02 3.40 -0.28 -0.31
C 2.06 2.35 -0.20 0.07
F 2.66 3.54 -0.32 -0.27
S -4.15 -4.05 2.09 -0.25
Sb -4.16 -3.62 -0.28 0.73
S -4.50 -1.28 0.04 -0.45
S -1.80 -3.31 -0.84 -0.45
```

Properties
Multiplicity ... 4
Gap between HOMO and LUMO (spin up / spin down) ... 7.42 / 6.42 eV
HOMO level (spin up / spin down) ... -8.96 / -9.25 eV
Energy above the lowest of the compared OMol25 structures with the same formula, charge and spin ... 7.7 kcal per mole
LUMO level (spin up / spin down) ... -1.546 / -2.839 eV
⟨S²⟩ ... 3.793

# 6
DFT (the ωB97M-V functional and the def2-TZVPD basis) results for an isolated ion of composition C6H10 and charge -1.

The geometry in XYZ format:
```
16
Properties=species:S:1:pos:R:3:mulliken_charge:R:1
C -0.51 -1.48 -0.04 -1.26
C 0.03 -0.20 -0.53 0.21
C -0.56 1.01 -0.42 -0.31
C -1.88 1.29 0.31 -1.32
C 2.50 -0.28 0.26 -0.56
C 1.55 -0.16 -0.68 -0.83
H -0.87 -1.33 1.03 0.43
H 0.32 -2.30 0.29 0.26
H -1.18 -2.02 -0.81 0.32
H -0.03 1.86 -0.79 0.34
H -2.50 0.53 0.83 0.42
H -2.65 1.82 -0.39 0.26
H -1.80 2.12 1.07 0.26
H 2.18 -0.36 1.38 0.25
H 3.57 -0.48 0.18 0.24
H 1.85 -0.03 -1.70 0.29
```

Properties
Multiplicity ... 2
Net charge ... -1
Gap between HOMO and LUMO (spin up / spin down) ... 3.32 / 8.02 eV
HOMO level (spin up / spin down) ... 1.38 / -3.63 eV
Energy above the lowest of the compared OMol25 structures with the same formula, charge and spin ... 50.4 kcal per mole
LUMO level (spin up / spin down) ... 4.693 / 4.388 eV
⟨S²⟩ ... 0.755

# 7
DFT (the ωB97M-V functional and the def2-TZVPD basis) results for the molecule C6H10.

The geometry in XYZ format:
```
16
Properties=species:S:1:pos:R:3:mulliken_charge:R:1
C -1.43 0.35 0.78 -0.90
C -1.73 -0.08 -0.64 -0.59
C -0.32 -0.02 -0.16 0.76
C 0.68 -1.15 0.07 -0.70
C 1.74 -0.06 0.30 -0.51
C 0.83 0.94 -0.47 -0.67
H -1.69 -0.32 1.59 0.24
H -1.55 1.41 1.01 0.24
H -2.09 0.67 -1.35 0.24
H -2.16 -1.07 -0.78 0.24
H 0.86 -1.69 -0.87 0.24
H 0.48 -1.87 0.86 0.33
H 2.75 -0.23 -0.08 0.31
H 1.80 0.21 1.36 0.22
H 1.08 0.96 -1.54 0.24
H 0.76 1.96 -0.09 0.32
```

Properties
Multiplicity ... 1
Gap between HOMO and LUMO ... 11.07 eV
HOMO level ... -9.85 eV
Energy above the lowest of the compared OMol25 structures with the same formula, charge and spin ... 30.1 kcal per mole
LUMO level ... 1.219 eV
SMILES string ... C1CC2(C1)CC2

# 8
DFT (the ωB97M-V functional and the def2-TZVPD basis) results for the molecule C6H10.

The geometry in XYZ format:
```
16
Properties=species:S:1:pos:R:3:mulliken_charge:R:1
C 0.80 0.91 0.26 -0.69
C 1.22 -0.54 -0.05 -0.59
C 0.25 -0.89 -1.18 -0.78
C -1.18 -0.63 -0.66 -0.25
C -1.46 0.08 0.44 -0.33
C -0.40 0.87 1.18 -0.66
H 0.40 1.29 -0.69 0.29
H 1.60 1.59 0.54 0.39
H 1.03 -1.20 0.82 0.30
H 2.28 -0.65 -0.30 0.28
H 0.32 -1.91 -1.57 0.39
H 0.54 -0.24 -2.02 0.27
H -2.00 -1.12 -1.18 0.37
H -2.48 0.15 0.83 0.37
H -0.17 0.39 2.15 0.30
H -0.76 1.88 1.41 0.36
```

Properties
Multiplicity ... 1
Gap between HOMO and LUMO ... 10.41 eV
HOMO level ... -9.19 eV
Energy above the lowest of the compared OMol25 structures with the same formula, charge and spin ... 8.9 kcal per mole
LUMO level ... 1.224 eV
SMILES string ... C1=CCCCC1